(1)
{"formula": "C2H6N2OS", "method": "wB97M-V/def2-TZVPD", "elements": ["N", "C", "C", "S", "N", "O", "H", "H", "H", "H", "H", "H"], "xyz": [[-1.203, -0.875, -0.377], [0.092, -0.816, 0.347], [1.110, 0.290, 0.011], [2.741, 0.024, -0.148], [0.515, 1.499, -0.136], [-0.867, 1.643, 0.044], [-1.887, -1.360, 0.181], [-1.062, -1.370, -1.277], [0.681, -1.737, 0.498], [-0.147, -0.511, 1.355], [1.157, 2.345, 0.007], [-1.131, 0.869, -0.504]], "lowdin_charge": [-0.002, -0.254, -0.844, 0.593, -0.080, -0.048, 0.086, 0.107, 0.101, 0.115, 0.176, 0.050], "total_charge": 0, "energy_ha": -662.66761, "smiles": "NCC(=S)NO", "multiplicity": 1, "homo_lumo_gap_ev": 8.971, "relative_energy_ev": 2.701, "mol_weight_g_mol": 106.15}

(2)
{"formula": "C4H4N2O", "method": "wB97M-V/def2-TZVPD", "elements": ["H", "N", "C", "C", "C", "C", "N", "O", "H", "H", "H"], "xyz": [[2.912, 0.717, -0.114], [2.390, -0.159, -0.082], [1.144, 0.061, -0.042], [0.165, -1.020, 0.010], [-1.140, -0.729, 0.051], [-1.518, 0.671, 0.043], [-0.698, 1.655, -0.001], [0.651, 1.353, -0.044], [0.563, -2.028, 0.012], [-1.909, -1.494, 0.091], [-2.561, 0.972, 0.075]], "lowdin_charge": [0.064, 0.149, -0.435, 0.000, -0.042, -0.137, 0.076, -0.019, 0.120, 0.109, 0.114], "total_charge": 0, "energy_ha": -339.49580, "smiles": "[H]/N=c1/cccno1", "multiplicity": 1, "homo_lumo_gap_ev": 9.149, "relative_energy_ev": 2.337, "mol_weight_g_mol": 96.09}

(3)
{"formula": "C23H28BiGeO8P2SbSe4", "method": "wB97M-V/def2-TZVPD", "elements": ["Bi", "C", "C", "O", "P", "O", "O", "O", "P", "O", "O", "O", "H", "H", "H", "H", "H", "H", "H", "C", "C", "O", "H", "H", "H", "H", "H", "H", "C", "Ge", "C", "C", "C", "C", "C", "C", "C", "C", "C", "C", "C", "C", "C", "C", "C", "C", "C", "C", "H", "H", "H", "H", "H", "H", "H", "H", "H", "H", "H", "H", "H", "H", "H", "Se", "Sb", "Se", "Se", "Se"], "xyz": [[-1.377, -0.581, -1.579], [-5.935, 0.193, 1.926], [-4.556, -0.023, 1.306], [-3.583, 0.568, 2.163], [-4.547, 0.629, -0.411], [-5.720, -0.185, -1.075], [-4.998, 2.122, -0.444], [-3.244, 0.476, -1.139], [-4.081, -1.819, 1.128], [-4.646, -2.511, 2.487], [-4.819, -2.394, -0.036], [-2.583, -1.772, 1.214], [-6.207, 1.250, 1.901], [-5.887, -0.137, 2.962], [-6.700, -0.379, 1.404], [-2.778, 0.040, 2.007], [-5.532, -1.149, -0.883], [-4.337, 2.669, -0.954], [-3.915, -2.554, 3.115], [-0.187, 1.628, 0.659], [-1.063, 2.862, 0.406], [-2.450, 2.642, 0.619], [0.756, 2.014, 1.059], [0.465, 1.489, -1.373], [-0.621, 1.019, 1.463], [-0.968, 3.205, -0.624], [-0.707, 3.682, 1.043], [-2.608, 2.342, 1.518], [0.154, 0.791, -0.585], [1.760, -0.284, -0.241], [2.950, 0.718, 0.949], [3.361, 0.253, 2.196], [4.196, 1.020, 3.004], [4.623, 2.268, 2.573], [4.217, 2.746, 1.332], [3.389, 1.976, 0.527], [1.370, -2.018, 0.584], [1.883, -3.199, 0.044], [1.606, -4.432, 0.622], [0.806, -4.506, 1.753], [0.280, -3.343, 2.298], [0.559, -2.115, 1.716], [2.863, -0.618, -1.820], [2.459, -0.320, -3.119], [3.301, -0.569, -4.199], [4.559, -1.114, -3.993], [4.984, -1.399, -2.700], [4.143, -1.147, -1.626], [3.031, -0.720, 2.545], [4.507, 0.645, 3.972], [5.266, 2.871, 3.204], [4.536, 3.724, 0.993], [3.062, 2.371, -0.432], [2.500, -3.160, -0.847], [2.007, -5.337, 0.179], [0.579, -5.467, 2.199], [-0.371, -3.392, 3.162], [0.115, -1.223, 2.143], [1.502, 0.152, -3.315], [2.969, -0.314, -5.199], [5.216, -1.301, -4.834], [5.974, -1.807, -2.529], [4.493, -1.357, -0.620], [-3.156, 3.914, -2.723], [-1.196, 3.082, -3.928], [0.954, 3.548, -2.871], [-1.304, 3.330, -6.323], [-1.323, 0.406, -3.949]], "lowdin_charge": [1.273, -0.071, -0.572, -0.082, 0.478, -0.123, -0.133, -0.535, 0.310, -0.145, -0.312, -0.370, 0.081, 0.077, 0.083, 0.056, 0.039, -0.047, 0.065, -0.268, -0.258, -0.123, 0.081, -0.089, 0.094, 0.031, 0.114, 0.060, -0.571, 0.932, -0.274, -0.103, -0.107, -0.112, -0.087, -0.095, -0.281, -0.105, -0.099, -0.103, -0.095, -0.124, -0.267, -0.096, -0.074, -0.107, -0.108, -0.132, 0.091, 0.091, 0.090, 0.100, 0.097, 0.088, 0.093, 0.092, 0.098, 0.094, 0.023, 0.108, 0.091, 0.090, 0.099, -0.116, -0.322, -0.195, -0.315, -0.105], "total_charge": -2, "energy_ha": -14315.77920, "multiplicity": 1, "homo_lumo_gap_ev": 5.739, "relative_energy_ev": 0.007, "mol_weight_g_mol": 1213.61}

(4)
{"formula": "C46H38FN6O4PRuS", "method": "wB97M-V/def2-TZVPD", "elements": ["Ru", "N", "C", "S", "N", "N", "C", "C", "C", "C", "C", "C", "C", "C", "C", "C", "C", "C", "N", "H", "H", "H", "H", "H", "H", "H", "H", "H", "H", "H", "O", "N", "C", "C", "C", "C", "C", "C", "C", "P", "C", "C", "C", "C", "C", "C", "C", "C", "C", "C", "C", "C", "H", "H", "H", "H", "H", "H", "H", "H", "H", "H", "H", "H", "H", "H", "H", "H", "C", "C", "C", "C", "C", "C", "C", "F", "C", "C", "C", "O", "C", "C", "N", "C", "C", "O", "O", "H", "H", "H", "H", "H", "H", "H", "H", "H", "H", "H"], "xyz": [[1.700, 0.915, -0.494], [3.018, 1.693, 3.646], [2.635, 1.903, 2.371], [3.626, 1.104, 1.149], [1.593, 2.663, 2.182], [1.330, 2.793, 0.845], [0.367, 3.527, 0.446], [-0.591, 4.265, 1.297], [-1.949, 4.145, 1.011], [-2.888, 4.783, 1.809], [-2.475, 5.561, 2.882], [-1.120, 5.690, 3.162], [-0.180, 5.037, 2.381], [0.299, 3.634, -1.048], [-0.448, 4.609, -1.682], [-0.377, 4.727, -3.062], [0.463, 3.889, -3.771], [1.191, 2.950, -3.063], [1.108, 2.815, -1.744], [3.816, 1.121, 3.851], [2.520, 2.157, 4.386], [-2.281, 3.512, 0.197], [-3.941, 4.667, 1.589], [-3.207, 6.065, 3.500], [-0.793, 6.299, 3.994], [0.873, 5.132, 2.605], [-1.063, 5.279, -1.099], [-0.966, 5.479, -3.572], [0.561, 3.956, -4.846], [1.878, 2.284, -3.569], [4.378, 2.124, -1.597], [3.648, 1.004, -1.979], [3.944, 0.700, -3.179], [3.344, -0.349, -4.027], [4.101, -0.633, -5.168], [3.663, -1.537, -6.116], [2.431, -2.153, -5.952], [1.667, -1.872, -4.832], [2.108, -0.984, -3.849], [1.025, -0.786, -2.387], [-0.605, -0.541, -3.168], [-0.681, 0.379, -4.213], [-1.904, 0.708, -4.777], [-3.068, 0.122, -4.298], [-2.998, -0.798, -3.264], [-1.774, -1.127, -2.698], [1.080, -2.450, -1.638], [0.190, -2.750, -0.608], [0.234, -3.978, 0.033], [1.186, -4.919, -0.337], [2.090, -4.622, -1.345], [2.040, -3.396, -1.995], [4.234, 2.197, -0.626], [4.733, 1.290, -3.640], [5.049, -0.128, -5.306], [4.272, -1.749, -6.984], [2.063, -2.848, -6.695], [0.705, -2.355, -4.712], [0.220, 0.833, -4.609], [-1.946, 1.419, -5.592], [-4.025, 0.380, -4.733], [-3.900, -1.259, -2.883], [-1.750, -1.849, -1.894], [-0.540, -2.016, -0.298], [-0.469, -4.193, 0.829], [1.227, -5.879, 0.162], [2.843, -5.345, -1.630], [2.764, -3.184, -2.769], [-3.855, -1.206, 4.849], [-3.490, -2.183, 3.740], [-3.333, -3.621, 4.204], [-2.147, -3.761, 5.146], [-0.902, -3.211, 4.498], [0.347, -3.664, 4.851], [1.486, -3.151, 4.232], [2.679, -3.631, 4.620], [1.424, -2.201, 3.260], [0.161, -1.728, 2.875], [0.067, -0.724, 1.822], [1.134, -0.270, 1.332], [-1.228, -0.324, 1.432], [-2.311, -0.851, 2.093], [-2.236, -1.746, 3.075], [-0.992, -2.228, 3.489], [-1.504, 0.584, 0.275], [-2.655, 0.936, 0.058], [-0.500, 0.881, -0.481], [-4.805, -1.495, 5.301], [-3.961, -0.196, 4.451], [-3.094, -1.179, 5.629], [-4.258, -2.147, 2.968], [-3.182, -4.261, 3.330], [-4.258, -3.939, 4.685], [-1.989, -4.805, 5.413], [-2.343, -3.229, 6.080], [0.458, -4.426, 5.613], [2.310, -1.812, 2.777], [-3.302, -0.521, 1.803]], "lowdin_charge": [1.320, 0.094, -0.811, 0.652, 0.026, -0.055, -0.180, -0.174, -0.040, -0.063, -0.075, -0.070, -0.028, -0.197, 0.020, -0.020, -0.038, -0.126, 0.031, 0.086, 0.108, 0.112, 0.109, 0.106, 0.106, 0.109, 0.121, 0.120, 0.115, 0.095, -0.102, -0.114, -0.098, -0.195, -0.028, -0.048, -0.046, -0.086, -0.321, 1.082, -0.353, -0.104, -0.065, -0.065, -0.057, -0.076, -0.327, -0.108, -0.060, -0.064, -0.062, -0.072, -0.041, 0.141, 0.118, 0.115, 0.116, 0.122, 0.093, 0.108, 0.109, 0.112, 0.093, 0.077, 0.108, 0.110, 0.111, 0.102, -0.018, -0.300, -0.131, -0.123, -0.124, 0.066, -0.251, 0.080, 0.081, -0.050, -0.302, -0.187, -0.043, 0.049, 0.031, -0.066, -0.597, 0.050, -0.194, 0.094, 0.088, 0.086, 0.148, 0.129, 0.127, 0.126, 0.123, 0.138, 0.134, 0.155], "total_charge": 1, "energy_ha": -3339.31280, "multiplicity": 6, "homo_lumo_gap_ev": [7.680, 6.401], "relative_energy_ev": 0.165, "mol_weight_g_mol": 921.96, "s_squared": 8.7615}

What did the first record say?
{"formula": "C2H6N2OS", "method": "wB97M-V/def2-TZVPD", "elements": ["N", "C", "C", "S", "N", "O", "H", "H", "H", "H", "H", "H"], "xyz": [[-1.203, -0.875, -0.377], [0.092, -0.816, 0.347], [1.110, 0.290, 0.011], [2.741, 0.024, -0.148], [0.515, 1.499, -0.136], [-0.867, 1.643, 0.044], [-1.887, -1.360, 0.181], [-1.062, -1.370, -1.277], [0.681, -1.737, 0.498], [-0.147, -0.511, 1.355], [1.157, 2.345, 0.007], [-1.131, 0.869, -0.504]], "lowdin_charge": [-0.002, -0.254, -0.844, 0.593, -0.080, -0.048, 0.086, 0.107, 0.101, 0.115, 0.176, 0.050], "total_charge": 0, "energy_ha": -662.66761, "smiles": "NCC(=S)NO", "multiplicity": 1, "homo_lumo_gap_ev": 8.971, "relative_energy_ev": 2.701, "mol_weight_g_mol": 106.15}